{"formula": "C2H3NO12S3Zn", "method": "ωB97M-V/def2-TZVPD", "symbols": ["Zn", "S", "O", "O", "O", "O", "S", "O", "O", "O", "O", "S", "O", "O", "O", "O", "C", "C", "N", "H", "H", "H"], "coordinates": [[-10.24, -14.09, -18.59], [-10.65, -15.91, -15.67], [-10.34, -14.81, -16.66], [-9.43, -16.11, -14.84], [-11.82, -15.49, -14.83], [-11.04, -17.17, -16.33], [-9.10, -15.04, -20.83], [-10.06, -13.88, -20.77], [-8.90, -15.34, -19.37], [-9.71, -16.21, -21.47], [-7.81, -14.60, -21.43], [-12.91, -14.56, -18.72], [-13.74, -15.22, -17.71], [-12.16, -13.35, -18.22], [-11.79, -15.43, -19.13], [-13.78, -14.07, -19.83], [-7.51, -10.76, -16.88], [-8.36, -11.60, -17.72], [-9.07, -12.27, -18.32], [-6.56, -11.26, -16.77], [-8.05, -10.64, -15.94], [-7.41, -9.78, -17.36]], "lowdin_charge": [0.55, 0.21, -0.45, -0.52, -0.49, -0.45, 0.23, -0.45, -0.42, -0.42, -0.49, 0.24, -0.41, -0.47, -0.40, -0.49, -0.07, -0.18, 0.25, 0.07, 0.08, 0.06], "relative_energy_ev": 0.194, "charge": -4, "gap_ev": 2.62, "homo_energy_ha": 0.1927}